# C13H31INO11P3

A cluster of 3 separate species, C13H31INO11P3 in total in a non-equilibrium geometry (the ωB97M-V functional and the def2-TZVPD basis, the Open Molecules 2025 dataset).

Each line ends with the Mulliken charge.
Cartesian coordinates (Å):
C  -3.40  -5.06  -1.02  -0.95
C  -3.96  -3.69  -0.74  0.34
O  -4.98  -3.56  -0.05  -0.59
N  -3.32  -2.53  -1.31  0.31
C  -3.63  -2.48  -2.75  -1.09
C  -1.92  -2.45  -0.98  -0.29
O  -1.07  -3.38  -1.65  -0.46
C  -0.41  -2.76  -2.75  -0.68
C  -0.69  -1.25  -2.70  -0.66
C  -1.22  -1.13  -1.26  -0.10
P  -1.97  0.50  -0.79  -0.06
O  -3.35  0.05  -0.03  -0.35
I  -0.55  1.04  1.16  -0.05
H  -3.99  -5.79  -0.48  0.38
H  -3.43  -5.28  -2.08  0.28
H  -2.36  -5.12  -0.73  0.28
H  -3.44  -1.49  -3.13  0.24
H  -3.08  -3.24  -3.31  0.36
H  -4.69  -2.67  -2.88  0.42
H  -1.86  -2.63  0.09  0.59
H  0.66  -2.89  -2.66  0.36
H  -0.80  -3.20  -3.66  0.33
H  0.17  -0.62  -2.84  0.46
H  -1.48  -0.93  -3.37  0.23
H  -0.33  -1.20  -0.64  0.51
H  -3.36  0.40  0.86  0.27
C  3.06  3.35  -3.87  -0.62
O  3.91  2.35  -4.46  -0.33
P  3.59  0.81  -4.19  0.87
O  2.48  0.58  -3.27  -0.46
O  5.00  0.23  -3.74  -0.31
C  5.56  0.71  -2.51  -0.64
O  3.40  0.17  -5.61  -0.36
C  4.52  0.03  -6.51  -0.62
H  3.29  3.47  -2.82  0.28
H  3.26  4.28  -4.40  0.24
H  2.01  3.09  -3.99  0.30
H  4.81  0.71  -1.72  0.29
H  5.96  1.71  -2.65  0.26
H  6.36  0.03  -2.24  0.25
H  5.25  -0.66  -6.10  0.28
H  4.99  0.99  -6.70  0.29
H  4.13  -0.37  -7.44  0.24
C  -0.56  0.52  5.02  -0.51
O  -1.01  1.32  6.13  -0.31
P  -0.84  2.90  6.06  1.03
O  -0.16  3.38  4.86  -0.69
O  -0.16  3.26  7.44  -0.29
C  1.17  2.77  7.67  -0.66
O  -2.30  3.47  6.25  -0.34
C  -2.97  3.36  7.52  -0.59
H  0.53  0.44  5.03  0.30
H  -1.00  -0.47  5.13  0.26
H  -0.88  0.96  4.08  0.10
H  1.80  2.95  6.81  0.32
H  1.14  1.71  7.90  0.27
H  1.57  3.31  8.53  0.25
H  -2.45  3.94  8.27  0.27
H  -3.04  2.32  7.83  0.28
H  -3.97  3.76  7.38  0.24

Values from the calculation:
SMILES: CC(=O)N(C)[C@H]1OCC[C@H]1P(O)I.COP(=O)(OC)OC.COP(=O)(OC)OC
LUMO level, eV: 0.312
Frontier orbital gap, hartree: 0.3270
Energy, eV: -73968.264
Maximum force, eV/Å: 2.3